Molecular formula: C10H11ClF5MnNdS
Method: DFT, wB97M-V/def2-TZVPD

The LUMO energy (alpha / beta) comes out at 0.059 / 0.060 hartree. The energy relative to the best compared isomer or geometry (same formula, charge and spin) comes out at 0.00 kJ/mol. Its net charge is -1. The spin multiplicity is 8. The value obtained for the gap between HOMO and LUMO (alpha / beta) is 3.806 / 5.988 eV.

Each line ends with the Löwdin charge.
Cartesian coordinates (Å):
Mn1 0.53099 -0.29780 -3.32911  0.147
Cl1 1.21193 -2.39817 -3.48078  -0.082
C1 2.10727 0.75220 -3.55422  -0.306
C2 -0.57291 -0.24206 -4.88125  -0.321
H1 2.17531 0.83114 -4.65710  0.002
H2 1.90924 1.71405 -3.05786  -0.032
H3 2.93105 0.16766 -3.11772  -0.028
H4 -0.11052 0.57722 -5.45991  -0.006
H5 -1.60677 -0.04782 -4.55689  -0.023
H6 -0.43121 -1.23871 -5.33201  -0.041
Nd1 0.16531 0.98345 0.06296  1.444
C3 -1.47522 -0.61519 0.43207  -0.383
C4 -0.65027 0.91891 -2.28716  -0.526
H7 -2.36770 -0.26385 -0.11831  -0.030
H8 -1.09962 -1.51783 -0.08795  -0.011
H9 -1.74091 -0.90645 1.45773  -0.035
H10 -1.60427 0.40038 -2.57075  -0.064
H11 -0.52994 1.65555 -3.12831  -0.057
F1 -1.28000 0.55560 6.32128  0.103
C5 -0.59359 0.27367 5.19727  -0.131
C6 -0.22319 1.29589 4.32293  -0.144
F2 -0.57274 2.57844 4.57602  0.101
C7 0.44018 0.96955 3.15476  -0.190
F3 0.63327 2.05972 2.22634  -0.134
C8 0.84210 -0.34286 2.80803  -0.622
S1 1.76598 -0.76732 1.39322  0.536
C9 0.42081 -1.35294 3.70960  -0.229
F4 0.66349 -2.63980 3.38744  0.078
C10 -0.27480 -1.05142 4.87506  -0.123
F5 -0.66328 -2.05122 5.69464  0.106


Molecular formula: C10H11ClN2O4STc
Method: DFT, wB97M-V/def2-TZVPD

The LUMO energy (alpha / beta) comes out at -0.325 / -0.343 hartree. Its net charge is +2. The spin multiplicity is 4. The value obtained for the gap between HOMO and LUMO (alpha / beta) is 6.315 / 5.911 eV.

Each line ends with the natural charge from an NBO analysis.
Cartesian coordinates (Å):
Tc1 0.82563 -0.48410 0.24208  1.658
Cl1 0.11389 4.27575 -5.23756  0.117
C1 0.14624 3.33410 -3.81071  -0.074
C2 -0.53027 3.77763 -2.66602  -0.080
C3 -0.52899 3.04263 -1.49241  -0.242
C4 0.15544 1.84245 -1.44527  0.344
O1 0.16276 1.16529 -0.27174  -0.593
C5 0.84655 1.37821 -2.58708  -0.216
C6 1.57908 0.17892 -2.56786  0.456
O2 1.65261 -0.61305 -1.58034  -0.631
C7 0.83349 2.14552 -3.77190  -0.114
H1 -1.06297 4.71905 -2.70460  0.266
H2 -1.04638 3.39904 -0.61255  0.261
H3 2.14278 -0.12093 -3.45236  0.219
H4 1.36715 1.79320 -4.64554  0.256
N1 -1.06238 -3.99778 1.47144  -0.702
C8 -1.47809 -2.87966 0.93116  0.414
N2 -2.61043 -2.30731 1.25997  -0.704
S1 -0.55419 -2.22030 -0.43996  -0.032
H5 -1.57517 -4.45603 2.21354  0.439
H6 -0.19123 -4.41272 1.17952  0.445
H7 -3.17688 -2.64604 2.02649  0.439
H8 -2.92426 -1.48302 0.77368  0.441
C9 1.30176 -0.59175 4.44421  -0.734
C10 0.50538 -1.05529 3.27650  0.830
O3 -0.49988 -1.68961 3.25538  -0.549
O4 1.08730 -0.67307 2.05155  -0.719
H9 0.81143 -0.89337 5.36398  0.270
H10 1.40643 0.49286 4.40655  0.267
H11 2.30318 -1.02062 4.38984  0.270


Molecular formula: C10H11ClN3
Method: DFT, wB97M-V/def2-TZVPD

Its SMILES is C=C/N=C(N)\[NH+]=C(\Cl)c1ccccc1. The LUMO energy comes out at -0.192 hartree. The energy relative to the best compared isomer or geometry (same formula, charge and spin) comes out at 257.43 kJ/mol. Its net charge is +1. The value obtained for the gap between HOMO and LUMO is 6.977 eV.

Each line ends with the natural charge from an NBO analysis.
Cartesian coordinates (Å):
C1 -3.07182 0.09194 -0.80993  -0.092
C2 -1.98858 0.53753 -1.66716  -0.212
C3 -2.87952 -0.91245 0.09045  -0.215
C4 -0.75929 -0.01732 -1.54180  -0.150
C5 -1.62012 -1.50595 0.23815  -0.080
C6 -0.54461 -0.88541 -0.37998  -0.232
C7 0.88968 1.12608 1.88163  -0.032
C8 1.94263 0.88961 -0.34160  0.582
C9 1.30070 0.19482 2.74640  -0.457
C10 0.74676 -1.32985 -0.10532  0.429
N1 1.47638 1.46264 0.67372  -0.458
N2 1.74671 -0.54705 -0.39720  -0.578
N3 2.40711 1.53629 -1.44254  -0.789
Cl1 1.08405 -2.88622 0.60992  0.133
H1 -3.96048 0.67004 -0.78615  0.235
H2 -2.45628 1.09691 -2.60715  0.261
H3 -3.66496 -1.35600 0.57064  0.232
H4 0.16725 0.17646 -2.14685  0.236
H5 -1.46692 -2.13433 1.14505  0.246
H6 -0.07975 1.72465 2.00792  0.221
H7 2.01450 -0.51842 2.30715  0.185
H8 0.86548 0.13381 3.80481  0.249
H9 2.63574 -1.09136 -0.21817  0.437
H10 2.43616 2.53525 -1.42987  0.439
H11 2.77918 1.00831 -2.20209  0.412


Molecular formula: C10H11FeNO5S
Method: DFT, wB97M-V/def2-TZVPD

The LUMO energy (alpha / beta) comes out at 0.008 / -0.076 hartree. The energy relative to the best compared isomer or geometry (same formula, charge and spin) comes out at 75.07 kJ/mol. The spin multiplicity is 5. The value obtained for the gap between HOMO and LUMO (alpha / beta) is 6.138 / 7.028 eV.

Each line ends with the natural charge from an NBO analysis.
Cartesian coordinates (Å):
O1 -2.66379 1.85728 0.65753  -0.478
C1 -2.52902 0.76123 0.29058  0.566
Fe1 -2.38633 -0.94501 -0.05201  0.064
C2 -2.56554 -1.42015 1.65103  0.510
O2 -2.83492 -1.45941 2.78160  -0.457
C3 -4.05849 -1.10133 -0.51507  0.548
O3 -5.21546 -0.97281 -0.46607  -0.473
C4 0.35641 -0.43474 -0.21078  0.053
C5 -0.09937 0.23882 -1.41204  -0.532
C6 -1.47352 -0.30287 -1.75776  -0.338
C7 -1.54561 -1.72835 -1.80205  -0.210
C8 -1.02476 -2.39595 -0.68525  -0.360
C9 -0.16288 -1.63445 0.19680  -0.320
H1 1.21302 0.23682 0.46023  0.313
H2 -0.07299 1.33100 -1.27330  0.246
H3 0.59695 0.06143 -2.26270  0.207
H4 -2.09350 0.32118 -2.41544  0.235
H5 -2.15657 -2.24350 -2.54196  0.239
H6 -1.19394 -3.45653 -0.49842  0.247
H7 0.16949 -2.13416 1.12108  0.251
C10 3.88446 2.62587 0.98018  -0.882
S1 3.00188 1.14759 1.43895  2.272
N1 2.03093 0.97352 0.09746  -0.950
O4 3.90746 0.02503 1.54106  -0.945
O5 2.14092 1.46926 2.55219  -0.941
H8 4.38084 3.01866 1.87318  0.257
H9 4.62256 2.36148 0.21974  0.241
H10 3.15924 3.35005 0.59730  0.254
H11 2.61253 0.45002 -0.56603  0.385


Molecular formula: C10H11MoO6
Method: DFT, wB97M-V/def2-TZVPD

The LUMO energy comes out at -0.464 hartree. The energy relative to the best compared isomer or geometry (same formula, charge and spin) comes out at 0.00 kJ/mol. Its net charge is +3. The value obtained for the gap between HOMO and LUMO is 8.871 eV.

Each line ends with the Löwdin charge.
Cartesian coordinates (Å):
Mo1 -0.80705 1.43085 0.56890  1.779
O1 -2.71868 -0.74138 -2.48654  0.454
C1 -1.78059 -0.87604 -1.90256  0.023
O2 -1.62637 1.02030 -0.86016  -0.401
C2 -0.56964 -1.53068 -1.34958  -0.051
C3 0.71165 -0.64310 -1.29443  -0.167
C4 1.94351 -1.53775 -1.20430  -0.031
C5 1.88903 -2.04455 0.26364  -0.032
C6 0.62903 -1.37128 0.79486  -0.168
O3 0.63130 -0.09652 0.07488  -0.208
C7 -0.62008 -2.07557 0.13633  -0.043
C8 -1.88004 -1.94557 0.86752  0.101
O4 -2.85016 -1.91275 1.40116  0.482
O5 -1.35707 0.59318 1.89768  -0.351
H1 -0.43453 -2.36650 -2.04985  0.208
H2 0.73641 0.16366 -2.02237  0.188
H3 1.93126 -2.33284 -1.94947  0.153
H4 2.83347 -0.93820 -1.38454  0.155
H5 1.84895 -3.12942 0.35767  0.153
H6 2.74624 -1.70020 0.83867  0.156
H7 0.55768 -1.20182 1.86548  0.182
H8 -0.47409 -3.16717 0.12960  0.212
C9 -0.45655 4.80891 1.28709  0.039
C10 -0.16435 3.41546 0.98599  -0.276
O6 0.83382 2.74058 0.82424  0.037
H9 0.33183 5.45002 0.88222  0.137
H10 -0.43580 4.89764 2.38577  0.151
H11 -1.44917 5.09075 0.94211  0.120


Molecular formula: C10H11N2O
Method: DFT, wB97M-V/def2-TZVPD

The LUMO energy (alpha / beta) comes out at -0.239 / -0.199 hartree. The energy relative to the best compared isomer or geometry (same formula, charge and spin) comes out at 463.00 kJ/mol. Its net charge is +1. The value obtained for the gap between HOMO and LUMO (alpha / beta) is 6.120 / 7.775 eV.

Each line ends with the natural charge from an NBO analysis.
Cartesian coordinates (Å):
C1 -3.09494 1.29920 0.19528  -0.189
C2 -1.88855 2.08537 0.29397  -0.154
C3 -3.05300 -0.05262 -0.07010  -0.146
C4 -0.66124 1.45682 0.13840  -0.356
C5 -1.80166 -0.67336 -0.16663  -0.357
C6 -0.77256 0.14972 -0.19203  0.382
C7 2.52649 0.34528 -1.40066  -0.292
C8 1.78946 -0.80499 -1.21888  0.020
C9 2.60722 0.93633 -0.07123  0.567
C10 0.91472 -2.20321 0.70115  -0.410
N1 2.02981 0.02746 0.78983  -0.413
N2 1.40663 -0.95268 0.08191  -0.091
O1 3.27184 1.82104 0.39081  -0.509
H1 -4.15303 1.70305 0.11856  0.257
H2 -2.12590 3.11796 0.79834  0.275
H3 -3.90897 -0.58970 -0.25119  0.239
H4 0.31608 1.87337 0.26914  0.271
H5 -1.69883 -1.62604 -0.50298  0.247
H6 2.83960 0.95555 -2.21285  0.275
H7 1.29369 -1.40586 -1.87649  0.233
H8 0.29747 -1.84561 1.55554  0.240
H9 0.29110 -2.75458 0.00934  0.237
H10 1.67780 -2.87984 0.85363  0.241
H11 1.89676 0.01734 1.76714  0.432